This record from OMol25 describes a 8-piece molecular cluster, C55H121F2N7O7S2 overall in a non-equilibrium geometry. The level of theory is ωB97M-V/def2-TZVPD.

XYZ file:
```
194
Properties=species:S:1:pos:R:3:forces:R:3:mulliken_charge:R:1
N 0.57462 0.59814 -0.67217 2.435 0.299 1.166 -0.30
S -0.27770 1.13023 0.52132 -3.720 1.168 1.040 1.07
O -0.07362 2.49273 0.89202 0.384 -0.187 -0.181 -0.68
O -0.65139 0.19687 1.53105 0.333 -0.406 -0.151 -0.46
F -1.67545 1.23034 -0.34495 0.140 -0.308 -0.154 -0.46
S 2.10236 0.80192 -0.02793 0.995 -0.076 -1.947 0.37
O 2.28255 0.49424 1.33688 -0.464 -0.577 0.177 0.03
O 2.80030 1.93338 -0.53910 -0.328 0.008 -0.515 -0.67
F 2.70643 -0.41709 -0.88853 0.143 -0.128 0.214 -0.22
C 1.13240 4.42841 -2.29460 0.176 -0.534 -1.220 -0.78
C -0.38648 4.53822 -2.46332 -0.091 0.015 1.452 -0.52
C -1.04814 3.25915 -2.95763 0.700 0.853 -1.830 -0.03
N -2.57128 3.33146 -3.09243 1.444 -0.782 2.048 0.71
C -3.01404 1.91690 -3.35041 -0.169 -0.271 -1.356 -0.31
C -4.43685 1.80227 -3.87256 -0.245 -0.196 -0.839 -0.84
C -4.69501 2.76954 -5.04984 -0.298 0.479 1.383 -0.75
C -4.39336 4.17066 -4.56362 0.263 1.188 -0.845 -0.83
C -2.94663 4.33853 -4.14967 -0.568 -0.126 1.257 -0.51
C -3.07315 3.67029 -1.71447 -0.085 -0.066 0.128 -0.76
H 1.54819 4.55757 -3.30162 0.277 -0.063 0.132 0.37
H 1.46274 3.45586 -1.92278 -0.176 0.010 0.157 -0.27
H 1.59329 5.18726 -1.66868 -0.388 0.153 0.135 0.48
H -0.58643 5.39379 -3.10523 -0.278 0.006 0.064 0.31
H -0.78351 4.70978 -1.45965 -0.027 0.388 -0.098 0.40
H -0.70251 2.40275 -2.38175 -0.535 -0.088 0.219 -0.33
H -0.75052 3.12744 -4.00649 0.250 -0.359 0.168 0.42
H -2.35931 1.54904 -4.14762 0.107 0.009 0.103 0.31
H -2.82988 1.33898 -2.44859 0.055 0.127 0.094 0.15
H -4.61429 0.83771 -4.35825 0.428 -0.352 0.603 0.32
H -5.18322 1.86736 -3.08018 -0.024 0.347 -0.038 0.43
H -4.06635 2.49272 -5.89542 -0.238 -0.029 -0.192 0.30
H -5.76310 2.71410 -5.24860 0.121 -0.151 -0.629 0.43
H -4.48747 4.97864 -5.30118 -0.309 -0.493 -0.412 0.42
H -5.13054 4.49076 -3.82336 0.353 -0.226 0.456 0.38
H -2.23130 4.24376 -4.96432 -0.173 -0.180 -0.147 0.31
H -2.80340 5.30330 -3.66594 0.099 0.062 -0.190 0.44
H -2.81911 4.69256 -1.45713 -0.682 0.240 -0.313 0.42
H -2.53575 3.08117 -0.97531 0.087 -0.282 -0.290 0.14
H -4.11533 3.37343 -1.65776 -0.185 0.628 0.055 0.38
C 6.21449 4.24486 -7.26860 -0.370 0.004 -0.813 -1.53
C 5.90690 4.39968 -5.78902 -0.310 1.889 -0.323 -0.58
C 6.02877 3.11787 -5.00022 -0.507 -0.010 0.370 -0.55
N 4.93541 2.92551 -3.95894 0.972 -0.099 0.593 0.41
C 4.86900 4.11393 -3.02606 -1.764 0.614 -0.192 -0.18
C 6.04906 4.32692 -2.09710 -1.032 -0.746 0.080 -1.04
C 6.09151 3.10378 -1.16897 1.734 0.687 -0.876 -0.38
C 6.38339 1.93561 -2.09878 -0.465 -1.446 0.953 -1.07
C 5.26431 1.72354 -3.08487 -1.100 -0.282 -0.437 -0.42
C 3.60015 2.70707 -4.59965 1.360 0.552 0.077 -0.71
H 6.19259 5.15757 -7.86899 0.082 0.402 0.672 0.43
H 5.41524 3.68436 -7.76653 0.400 -0.591 0.126 0.34
H 7.20808 3.83760 -7.45237 -0.162 -0.395 0.028 0.35
H 4.92570 4.87817 -5.67752 -0.274 -0.576 -0.228 0.32
H 6.48191 5.25267 -5.41065 0.600 -0.602 0.359 0.44
H 6.94470 3.07733 -4.42026 0.222 -0.209 -0.330 0.62
H 5.92258 2.26012 -5.66390 0.313 -0.091 0.035 0.35
H 4.56713 4.96882 -3.63269 0.531 0.105 -0.129 0.65
H 3.94835 3.92057 -2.46330 0.276 -0.075 0.397 -0.01
H 6.94736 4.38793 -2.70914 0.286 0.335 0.373 0.33
H 5.87924 5.21945 -1.49920 0.110 0.282 -0.362 0.46
H 6.94647 3.24716 -0.50739 -0.162 -0.203 0.236 0.42
H 5.19103 2.98142 -0.57169 -0.101 -0.030 -0.123 0.12
H 7.37730 1.91698 -2.54433 -0.010 0.494 -0.107 0.44
H 6.37173 1.02193 -1.48979 0.027 -0.046 -0.127 0.47
H 5.34822 0.84717 -3.73312 0.544 0.218 -0.208 0.42
H 4.32480 1.52776 -2.55529 0.172 0.247 0.299 0.26
H 2.89171 2.65036 -3.78086 -0.326 -0.163 -0.260 0.09
H 3.69751 1.81485 -5.21355 -0.324 -0.119 0.097 0.30
H 3.46643 3.57736 -5.23606 -0.550 -0.093 -0.031 0.36
C -2.27457 -3.18068 1.63278 0.252 0.908 1.712 -1.69
C -3.18514 -3.86777 0.63026 1.164 -0.612 -0.305 0.92
C -4.54737 -4.10561 1.28230 -0.148 1.784 -1.432 -1.57
N -5.51759 -5.02686 0.58195 1.590 -1.140 0.917 0.54
C -5.02851 -6.44222 0.85034 -0.139 -0.862 0.027 -0.51
C -6.07844 -7.51503 0.58883 -0.575 0.443 -0.736 -0.74
C -7.37446 -7.24254 1.33380 0.156 0.005 0.315 -0.76
C -7.88449 -5.83476 0.98971 0.384 -1.266 -0.390 -0.66
C -6.83654 -4.78442 1.26887 -0.901 -0.080 -0.254 -0.51
C -5.47886 -4.76963 -0.87981 -1.587 0.324 0.169 -1.12
H -2.83064 -2.45068 2.23702 -0.210 -0.005 -0.255 0.46
H -1.42170 -2.57144 1.32160 -0.184 -0.238 -0.822 0.13
H -1.84217 -3.81012 2.41715 -0.265 -0.536 -0.329 0.39
H -2.68306 -4.76417 0.24478 -0.235 -0.242 0.318 0.17
H -3.25420 -3.23584 -0.25927 -0.467 0.099 0.118 0.27
H -5.01478 -3.12621 1.13094 -0.208 -0.009 0.586 0.51
H -4.50858 -4.29403 2.34908 0.039 -0.457 -0.046 0.43
H -4.66801 -6.44177 1.87834 -0.160 -0.141 0.066 0.43
H -4.19000 -6.67108 0.19412 0.187 0.480 0.067 0.34
H -5.67174 -8.51164 0.75066 0.144 0.100 0.380 0.43
H -6.32529 -7.51646 -0.48225 0.176 0.065 -0.010 0.30
H -7.18945 -7.36867 2.40518 -0.273 0.038 0.027 0.33
H -8.14118 -7.94413 1.01023 0.070 -0.183 0.249 0.40
H -8.79124 -5.63745 1.55685 0.011 0.307 -0.067 0.38
H -8.13950 -5.92557 -0.07115 -0.192 0.614 0.022 0.30
H -6.65047 -4.79293 2.34277 0.262 0.151 -0.040 0.39
H -7.19415 -3.79804 0.97152 0.232 0.085 0.021 0.41
H -4.55766 -5.12329 -1.32383 0.256 0.349 0.165 0.44
H -5.70753 -3.70748 -0.96869 0.442 0.031 -0.488 0.32
H -6.29438 -5.29999 -1.36957 -0.015 -0.105 0.165 0.42
C -2.97982 -4.97082 -4.04342 -0.115 -0.863 0.100 -1.66
C -1.81242 -4.51794 -3.18053 -0.333 0.741 0.483 0.41
C -1.45469 -3.07586 -3.57462 -0.068 -1.416 -0.738 -0.90
N -0.30840 -2.42518 -2.86448 -0.763 -0.805 0.998 1.29
C 0.96168 -3.22709 -2.92182 0.750 0.431 -0.728 -0.47
C 1.65438 -3.22027 -4.28251 -0.206 0.022 0.000 -1.02
C 1.81434 -1.80578 -4.85779 0.026 -0.417 0.240 -0.41
C 0.48566 -1.06633 -4.76045 0.059 0.530 -1.141 -1.08
C -0.11036 -1.01659 -3.38366 0.469 -0.569 0.710 0.06
C -0.66516 -2.37439 -1.41978 -1.148 0.929 0.673 -1.47
H -3.29828 -5.96573 -3.72097 0.295 -0.139 -0.201 0.44
H -2.66825 -5.04177 -5.08373 -0.312 0.062 -0.116 0.45
H -3.90401 -4.39999 -3.93455 0.307 0.539 -0.153 0.37
H -0.95803 -5.17787 -3.31312 -0.072 -0.144 0.022 0.24
H -2.14790 -4.55290 -2.14208 0.260 -0.116 0.103 -0.26
H -2.36480 -2.48874 -3.46343 0.283 0.471 0.042 0.31
H -1.20135 -3.17357 -4.62904 0.020 0.549 -0.046 0.44
H 0.75794 -4.23376 -2.57136 -0.116 0.025 0.054 0.60
H 1.65490 -2.74685 -2.22751 -0.239 0.050 0.195 0.30
H 1.13258 -3.83476 -5.01957 -0.007 -0.161 0.145 0.31
H 2.62299 -3.67685 -4.07501 0.024 -0.084 -0.349 0.50
H 2.07156 -1.88464 -5.91319 0.149 0.004 0.030 0.53
H 2.64762 -1.30183 -4.36051 -0.215 0.211 0.110 0.05
H -0.18797 -1.52299 -5.49352 -0.194 -0.196 0.312 0.39
H 0.57129 -0.06596 -5.19628 0.152 0.167 0.475 0.49
H -1.07543 -0.51922 -3.30047 -0.051 -0.033 -0.172 0.54
H 0.53413 -0.58829 -2.61339 0.145 0.356 -0.373 -0.28
H 0.11114 -1.91832 -0.81277 0.192 -0.020 -0.216 -0.07
H -0.99340 -3.31640 -0.99514 0.621 -0.426 -0.398 0.58
H -1.56379 -1.75805 -1.30822 0.202 0.299 -0.155 0.30
C 0.06216 2.39459 4.49898 1.316 -1.263 1.036 -1.85
C -1.38580 2.83009 4.69663 1.125 0.230 -1.107 0.29
C -1.32173 4.13511 5.46747 -0.397 0.025 0.105 -0.85
N -2.59918 4.60866 6.10565 -1.190 1.779 0.765 0.34
C -3.68552 4.93996 5.12423 -0.140 -0.502 -0.702 -0.69
C -4.92580 5.57196 5.70854 -0.951 1.219 0.991 -0.67
C -4.52242 6.85852 6.41988 1.016 1.075 -0.586 -0.76
C -3.43699 6.61366 7.44660 -0.428 -0.925 0.471 -0.72
C -2.23871 5.91552 6.83760 0.322 -0.449 0.682 -0.63
C -3.14293 3.62063 7.09182 1.366 -0.629 -0.486 -1.05
H 0.26301 1.45336 3.97923 -0.838 0.080 -0.445 0.25
H 0.50793 2.12783 5.46574 -0.018 0.425 0.146 0.53
H 0.78524 3.06819 4.04401 -0.312 0.511 -0.020 0.56
H -1.95364 2.01592 5.14044 -0.176 0.169 0.102 0.19
H -1.70802 3.05285 3.67327 -0.741 -0.151 0.246 0.20
H -1.00740 4.91689 4.77593 -0.047 0.091 0.083 0.26
H -0.61820 4.15749 6.30087 0.177 -0.460 -0.152 0.46
H -3.24092 5.65469 4.43002 0.015 -0.164 -0.176 0.44
H -3.94637 4.01227 4.61481 0.225 0.036 -0.186 0.47
H -5.63048 5.90125 4.94173 0.317 -0.456 -0.468 0.38
H -5.55333 4.97204 6.37304 0.452 -0.478 -0.036 0.30
H -4.06951 7.48325 5.63159 0.047 0.028 0.087 0.28
H -5.28663 7.53133 6.80417 -0.491 -0.646 0.151 0.43
H -3.16921 7.50501 8.00999 0.365 0.120 -0.329 0.46
H -3.79349 5.92796 8.22325 -0.294 0.255 0.066 0.27
H -1.66752 6.55157 6.16447 -0.061 -0.138 -0.216 0.42
H -1.58698 5.55312 7.63367 0.239 0.335 -0.035 0.45
H -3.84776 4.02095 7.80453 -0.263 0.193 -0.351 0.47
H -2.28317 3.24490 7.64852 -0.080 -0.083 0.038 0.32
H -3.52883 2.82256 6.46538 -0.366 -0.176 0.437 0.39
C 6.36433 -4.62674 5.84002 -0.340 -0.571 0.325 -1.37
C 6.17640 -4.40743 4.33950 -0.832 0.416 0.109 -0.02
C 4.75847 -4.75787 3.92986 -1.660 0.035 0.387 -0.84
N 4.32980 -4.40470 2.51188 0.792 -0.411 -0.420 0.17
C 4.69951 -2.96927 2.11214 -0.391 -1.169 0.204 -1.45
C 3.83571 -1.95096 2.80698 0.427 0.866 -0.008 -0.18
C 2.35658 -2.23240 2.67034 0.007 -0.053 -1.407 0.54
C 2.00886 -3.65384 3.07975 -0.481 0.683 0.149 -0.67
C 2.85344 -4.63495 2.29347 0.324 -0.027 1.118 -0.70
C 5.05196 -5.35545 1.59459 -0.232 0.357 0.811 -0.98
H 5.43455 -4.49640 6.40101 -0.027 0.375 -0.171 0.37
H 7.08990 -3.92736 6.24329 0.136 -0.141 0.025 0.36
H 6.64131 -5.65271 6.08508 0.346 0.065 -0.168 0.36
H 6.92142 -4.93886 3.75223 0.132 0.129 0.006 0.27
H 6.22293 -3.32975 4.17917 0.561 -0.029 -0.110 0.23
H 4.03238 -4.22397 4.54586 0.476 0.373 0.185 0.39
H 4.41409 -5.78456 4.09290 0.638 -0.236 -0.261 0.43
H 5.75113 -2.84289 2.34461 0.062 0.029 -0.169 0.54
H 4.57295 -3.04200 1.02965 -0.063 0.638 -0.039 0.35
H 4.14984 -1.76277 3.83749 -0.097 -0.293 0.082 0.36
H 4.08481 -0.99618 2.33602 -0.148 0.033 0.025 0.48
H 1.72995 -1.41747 3.02628 0.077 -0.252 0.657 0.37
H 2.13923 -2.21434 1.58458 0.067 0.104 0.029 -0.45
H 2.11773 -3.81155 4.15392 0.039 -0.040 -0.023 0.36
H 0.94962 -3.81970 2.86527 0.070 -0.281 -0.050 0.13
H 2.64782 -5.63541 2.67653 0.081 -0.182 -0.422 0.34
H 2.72667 -4.57266 1.21390 -0.293 0.000 0.010 0.44
H 4.77747 -5.15693 0.56360 0.118 0.057 -0.047 0.43
H 4.73297 -6.34990 1.89450 0.221 -0.154 -0.176 0.38
H 6.10524 -5.19701 1.79585 0.143 -0.250 -0.391 0.40
O 3.75709 0.70654 4.45537 -0.536 0.601 -0.539 -0.44
C 3.80483 2.12800 4.69788 -0.031 0.989 0.205 0.57
O 4.49941 2.54164 5.60130 0.234 -0.300 0.200 -0.70
O 3.05069 2.74692 3.88243 0.061 -0.414 0.031 -0.67
H 3.10988 0.89749 3.74773 0.041 -1.054 -0.177 0.17
```
Forces are in eV/Å.

Summary:
Charge: +4
Maximum force, eV/A: 4.04
HOMO-LUMO gap, eV: 4.68